Formula: C41H41Cl3N8
Source: the Open Molecules 2025 dataset
Level of theory: ωB97M-V with the def2-TZVPD basis set

Structure (XYZ):
```
93
Properties=species:S:1:pos:R:3:forces:R:3
Cl -1.93343 -0.29944 1.81301 0.132 0.081 -0.313
C -0.70431 0.36775 0.72899 0.122 -0.798 -0.524
Cl -1.27441 0.37082 -0.99632 0.281 0.568 1.155
Cl 0.77368 -0.66969 0.77510 -0.571 0.567 0.182
H -0.48070 1.37063 1.09276 0.028 -0.100 -0.422
C 2.64919 1.40769 -1.74285 -1.183 0.136 0.540
C 2.67897 2.76481 -1.98892 0.966 0.646 -0.882
C 3.26124 3.18567 -3.18898 0.008 -1.143 -0.573
N 3.68243 2.31180 -4.17619 -0.588 1.821 1.967
C 3.58774 1.03265 -3.88121 -0.569 -0.406 -0.433
C 3.08761 0.52181 -2.67110 0.359 -0.345 -0.965
H 2.06959 1.02099 -0.91767 0.329 0.061 0.402
H 2.28100 3.46435 -1.26874 -0.005 0.164 -0.084
H 3.32808 4.23145 -3.45027 0.030 0.122 0.050
H 3.76076 0.45283 -4.77578 0.333 -0.844 0.343
H 2.91321 -0.52449 -2.46805 0.290 -0.192 -0.404
C -0.09950 5.26621 -4.05521 0.254 0.564 -0.504
C -0.20033 4.07199 -3.41434 -0.265 -0.936 1.094
C -0.86999 4.02212 -2.18764 -0.412 0.828 -0.004
N -1.47741 5.07992 -1.63815 0.106 1.128 -1.539
C -1.42310 6.26064 -2.35220 0.733 -0.986 0.366
C -0.68480 6.42157 -3.53458 -0.193 -1.093 0.497
H 0.46187 5.28556 -4.97766 0.055 0.254 -0.156
H 0.25007 3.16801 -3.79690 0.063 0.030 -0.104
H -0.96677 3.10841 -1.62003 0.179 -0.204 0.003
H -1.94711 7.08463 -1.89082 -0.017 0.118 0.002
H -0.49858 7.33103 -4.08650 -0.495 0.335 0.350
C 4.54188 -4.06351 0.49757 -1.394 0.881 0.113
C 4.48549 -5.39025 0.09863 0.698 1.348 0.600
C 3.29769 -5.83829 -0.38189 -2.279 -1.431 -1.033
N 2.11934 -5.18702 -0.48612 1.831 2.128 -0.027
C 2.21826 -3.84831 -0.20477 0.432 -1.211 0.962
C 3.37221 -3.25052 0.36126 0.310 -1.676 -0.791
H 5.45979 -3.70155 0.93667 -0.046 0.339 0.048
H 5.36312 -6.00631 0.22766 -0.111 -0.240 -0.278
H 3.18912 -6.83131 -0.79241 0.354 -0.470 0.314
H 1.29012 -3.31311 -0.34091 -0.051 0.248 -0.011
H 3.32353 -2.22074 0.68309 0.250 0.082 -0.079
C -4.70265 2.24348 2.87108 1.237 -0.101 -0.798
C -4.50615 2.23775 1.46380 -0.663 -0.081 1.865
C -3.35377 2.79391 0.95762 -0.017 0.671 0.387
N -2.38440 3.30548 1.72123 0.004 -0.394 0.904
C -2.53136 3.23206 3.07272 -0.158 0.068 -1.371
C -3.65917 2.71605 3.69493 -0.945 0.108 -0.990
H -5.60518 1.85451 3.31891 -0.111 0.002 -0.057
H -5.26438 1.85882 0.79454 -0.085 -0.005 0.010
H -3.30808 2.95570 -0.10921 0.521 -0.114 -0.203
H -1.72829 3.68353 3.63631 0.115 -0.075 0.145
H -3.80662 2.79050 4.76222 0.189 -0.164 0.090
C -1.86377 0.34501 6.58932 0.106 -0.712 -0.749
C -2.60461 0.36454 7.75817 -0.690 0.194 0.218
C -3.87485 -0.18704 7.75569 -0.029 -0.243 -0.449
N -4.42810 -0.80218 6.69518 -0.335 1.268 0.777
C -3.72685 -0.76157 5.58727 1.537 -0.932 -0.805
C -2.37518 -0.35372 5.48843 -1.178 1.194 0.809
H -0.94153 0.89271 6.46324 0.288 -0.189 0.325
H -2.32446 0.84201 8.68551 0.438 0.268 -0.185
H -4.51844 -0.00767 8.60423 -0.040 -0.480 0.273
H -4.23141 -1.12012 4.70225 -0.010 -0.297 -0.190
H -1.84184 -0.37868 4.54963 -0.072 -0.041 0.002
C -1.09011 1.77544 -5.87284 0.295 1.024 0.173
C -1.38797 1.08331 -4.74429 0.146 -1.614 1.153
C -0.56157 0.00643 -4.38186 0.726 -0.270 -2.164
N 0.49978 -0.36399 -5.16124 -0.886 0.655 0.229
C 0.78927 0.37003 -6.26631 -0.012 0.124 1.847
C 0.05713 1.49445 -6.59646 -0.763 0.232 -0.477
H -1.69088 2.65772 -6.03734 0.016 0.089 -0.588
H -2.25423 1.34981 -4.15692 -0.035 -0.042 0.171
H -0.78985 -0.68249 -3.58206 0.063 0.167 0.320
H 1.73277 0.12091 -6.72908 -0.106 -0.128 -0.399
H 0.25346 2.18881 -7.40002 0.547 -0.354 -0.289
C 3.94939 -3.97478 4.69689 -0.580 1.492 -0.285
C 4.38265 -3.21975 5.78288 -0.312 1.097 -0.797
C 4.13572 -1.80002 5.78676 -0.335 -1.968 -0.898
N 3.46253 -1.20120 4.80468 -0.227 -0.457 0.183
C 2.92205 -1.95839 3.80462 0.775 -0.088 1.756
C 3.14116 -3.32900 3.70852 0.572 0.014 0.634
H 4.25034 -5.01050 4.64105 -0.328 -0.141 -0.166
H 4.92957 -3.72135 6.56754 0.097 0.245 0.173
H 4.46824 -1.20368 6.62354 0.108 0.222 -0.055
H 2.24101 -1.39084 3.18780 0.118 -0.236 -0.488
H 2.70045 -3.86177 2.87887 0.070 -0.202 0.055
C -2.96400 -3.24737 -3.62021 -0.480 1.110 0.793
C -3.06752 -2.46994 -2.44462 0.551 -1.522 0.253
C -2.08497 -2.66167 -1.43890 -0.225 0.110 -1.633
N -0.95932 -3.37802 -1.64096 -1.477 -0.220 -0.324
C -0.91222 -4.06819 -2.80096 1.157 0.691 0.679
C -1.85600 -4.02583 -3.80763 0.216 -0.200 0.115
H -3.71363 -3.26834 -4.39740 -0.241 0.406 0.069
H -3.93560 -1.86274 -2.23452 -0.027 0.077 -0.051
H -2.22730 -2.15191 -0.49748 0.281 -0.089 0.150
H 0.01690 -4.60561 -2.92056 0.034 -0.283 -0.141
H -1.74171 -4.55337 -4.74306 0.198 -0.257 0.131
```
Forces are in eV/Å.

- DFT total energy (a.u.) = -3405.44620
- HOMO level (Ha) = -0.34050
- energy above the lowest of the compared OMol25 structures with the same formula, charge and spin (kcal/mol) = 26.2
- frontier orbital gap (eV) = 9.698

Mulliken population analysis, charges in e, atoms 1 to 8: number 1, Cl, carries -0.138; number 2, C, carries -0.580; number 3, Cl, carries 0.092; number 4, Cl, carries 0.071; number 5, H, carries 0.517; number 6, C, carries 0.193; number 7, C, carries -0.438; number 8, C, carries -0.458

Formula: C41H41CoN3O3Te
Source: the Open Molecules 2025 dataset
Level of theory: ωB97M-V with the def2-TZVPD basis set

Structure (XYZ):
```
90
Properties=species:S:1:pos:R:3:forces:R:3
Co 0.07572 -0.35058 0.11589 -0.455 0.180 -0.373
O 0.21646 1.51985 -0.46808 -0.059 0.103 0.019
C -0.51751 2.51081 -0.11058 0.144 0.023 -0.088
C -0.47163 3.71781 -0.86716 -0.097 -0.023 0.018
C -1.19011 4.82474 -0.50346 0.001 0.030 -0.061
C -2.02253 4.82033 0.62788 -0.026 -0.033 0.044
C -2.12270 3.65683 1.35014 0.003 0.079 -0.005
C -1.40496 2.50285 1.00123 -0.071 -0.058 0.156
C -1.67326 1.30073 1.74107 0.074 -0.135 -0.040
N -1.17612 0.14975 1.48725 0.006 0.168 -0.112
C -1.62501 -1.04322 2.18571 -0.083 0.030 0.081
C -1.84483 -2.08021 1.08910 0.007 -0.064 0.089
N -0.76379 -1.99515 0.10898 -0.149 -0.209 -0.201
C 0.12645 -3.07580 0.20582 -0.153 0.079 0.218
C 1.19948 -3.11343 -0.84616 0.137 -0.003 0.064
C 1.84439 -4.32558 -1.06866 -0.078 -0.034 -0.045
C 2.86651 -4.46259 -1.99087 0.016 0.010 0.002
C 3.25376 -3.33728 -2.71611 0.022 -0.049 -0.039
C 2.64563 -2.12017 -2.50337 -0.037 -0.001 0.039
C 1.62157 -1.96065 -1.54284 -0.015 0.022 0.000
O 1.13489 -0.76513 -1.35192 -0.033 0.041 0.041
H 0.17061 3.72329 -1.73785 -0.005 0.000 -0.018
H -1.11558 5.72377 -1.10565 0.007 0.016 -0.003
H -2.58387 5.70185 0.90689 -0.002 0.009 0.011
H -2.77664 3.60877 2.21481 -0.030 -0.001 0.028
H -2.40946 1.37898 2.54802 0.035 -0.008 -0.018
H -2.53244 -0.84151 2.76932 0.047 -0.035 -0.015
H -0.82683 -1.36938 2.85609 -0.008 -0.016 -0.014
H -2.80506 -1.87854 0.59756 0.016 0.032 0.020
H -1.89830 -3.07867 1.53825 -0.049 0.029 -0.045
H -0.40642 -4.03695 0.20610 0.052 0.091 0.087
H 1.52381 -5.18659 -0.49033 0.000 -0.018 0.009
H 3.35485 -5.41649 -2.13846 -0.001 -0.024 -0.017
H 4.04605 -3.41435 -3.45218 0.023 -0.003 -0.008
H 2.95111 -1.23579 -3.04737 0.012 0.036 -0.016
C 8.36384 5.34545 -0.41747 0.037 0.032 -0.014
C 7.21716 4.41537 -0.13147 0.002 0.003 -0.003
C 6.50063 3.81828 -1.15524 0.004 0.025 0.015
C 5.43690 2.95652 -0.90094 -0.011 0.037 -0.015
C 4.72010 2.34512 -2.07382 -0.051 -0.018 -0.044
C 5.07063 2.68098 0.42321 0.054 -0.034 -0.037
Te 3.46470 1.32211 0.76546 0.075 0.000 0.039
N 1.36423 -0.80405 1.32482 0.561 -0.295 0.157
C 1.54660 -1.97476 1.75150 -0.151 0.062 0.480
O 0.76380 -3.08717 1.55344 0.227 -0.142 -0.415
C 2.66324 -2.35387 2.67843 -0.061 -0.018 0.041
C 3.97575 -1.99361 2.41368 0.048 -0.016 -0.066
C 4.99999 -2.39095 3.26268 0.007 0.032 -0.031
C 4.72167 -3.14902 4.38826 -0.003 -0.027 0.030
C 3.40942 -3.51864 4.65625 0.051 0.004 0.038
C 2.39171 -3.13425 3.80073 -0.056 0.073 0.012
C 2.36567 2.58561 2.06894 -0.001 -0.048 -0.095
C 1.99445 2.15667 3.34356 0.052 0.036 0.113
C 2.48070 0.88607 3.98134 -0.013 -0.049 -0.016
C 1.16754 2.97298 4.11961 0.006 -0.045 0.016
C 0.71939 4.20029 3.67531 0.041 0.061 -0.042
C -0.17828 5.06343 4.51690 -0.014 0.004 0.015
C 1.13372 4.62653 2.41910 -0.032 0.008 0.025
C 1.94491 3.84639 1.60977 -0.024 0.041 -0.021
C 2.35962 4.40581 0.27980 0.061 0.023 -0.041
C 5.80730 3.25288 1.47046 0.010 0.010 -0.010
C 5.50839 2.96519 2.91400 -0.005 -0.030 0.049
C 6.85696 4.11454 1.17407 0.024 0.044 0.023
H 8.43751 5.56133 -1.48311 0.000 0.004 -0.015
H 9.31435 4.91191 -0.09882 0.005 -0.010 0.006
H 8.24593 6.29289 0.11133 -0.003 0.010 0.006
H 6.76631 4.03173 -2.18515 0.016 0.007 -0.031
H 5.01365 2.83774 -3.00090 0.013 -0.001 -0.019
H 3.63681 2.40935 -1.96307 -0.005 0.013 -0.010
H 4.95320 1.28246 -2.17152 -0.009 -0.031 0.007
H 4.19609 -1.40783 1.53412 -0.020 0.003 -0.020
H 6.01972 -2.10682 3.03510 0.019 0.002 0.001
H 5.52196 -3.46339 5.04655 0.006 0.012 0.020
H 3.18137 -4.11536 5.53049 -0.003 -0.016 0.018
H 1.37231 -3.43950 3.99541 -0.026 -0.023 -0.009
H 3.31046 0.44466 3.43518 0.017 0.007 0.008
H 1.69067 0.13593 4.01209 -0.045 -0.052 -0.017
H 2.79915 1.09098 5.00664 -0.014 -0.041 -0.002
H 0.88541 2.62876 5.11003 -0.009 -0.009 0.023
H -0.32942 4.62930 5.50545 -0.009 -0.008 0.007
H -1.15427 5.18204 4.04355 -0.053 0.001 -0.028
H 0.24195 6.06250 4.64608 0.008 0.011 0.000
H 0.79133 5.58412 2.04339 0.002 0.051 -0.003
H 1.75973 5.28326 0.04253 0.018 0.009 -0.026
H 2.22867 3.66698 -0.51218 0.006 -0.014 0.011
H 3.41304 4.69149 0.28542 0.020 0.012 0.011
H 5.33197 1.89922 3.06979 0.000 -0.015 -0.003
H 4.60792 3.48145 3.24863 -0.046 0.026 0.006
H 6.34018 3.28277 3.54320 0.004 0.003 0.027
H 7.41410 4.55850 1.99338 0.018 0.013 0.017
```
Forces are in eV/Å.

- net charge = -1
- DFT total energy (a.u.) = -3627.82554
- HOMO level (Ha) = -0.16414
- frontier orbital gap (eV) = 6.932

Mulliken population analysis, charges in e, atoms 1 to 8: number 1, Co, carries -0.766; number 2, O, carries -0.229; number 3, C, carries -0.185; number 4, C, carries -0.424; number 5, C, carries -0.485; number 6, C, carries -0.987; number 7, C, carries -0.427; number 8, C, carries 0.506

Formula: C41H41CsN8O3S2
Source: the Open Molecules 2025 dataset
Level of theory: ωB97M-V with the def2-TZVPD basis set

Structure (XYZ):
```
96
Properties=species:S:1:pos:R:3:forces:R:3
Cs -0.98157 0.27837 1.10418 0.719 0.092 0.310
C -3.45575 -0.22435 -1.84046 0.070 0.197 -0.082
C -3.79517 -0.22739 -0.37589 -0.197 -0.038 -0.056
N -3.52827 -1.30324 0.26526 -0.289 -0.124 -0.139
N -3.85549 -1.29082 1.62327 0.170 0.029 -0.090
C -3.12356 -2.06342 2.34924 0.020 -0.333 0.037
S -1.75077 -3.03418 1.93220 -0.191 0.197 -0.127
S -3.48194 -2.13594 4.08645 -0.179 0.115 0.104
C -4.84976 -0.94127 4.26339 -0.027 0.005 -0.024
C -6.22179 -1.55613 4.26919 0.026 -0.033 -0.080
C -7.00742 -1.56758 5.41645 -0.013 0.025 0.006
C -8.27915 -2.13208 5.40665 0.007 -0.003 0.042
C -8.78035 -2.69456 4.24333 -0.036 -0.023 -0.019
C -8.00120 -2.68788 3.08937 -0.007 -0.012 -0.013
C -6.73492 -2.12712 3.10076 0.032 0.018 0.086
C -4.40422 1.01798 0.17049 -0.054 -0.050 -0.018
C -5.70662 0.99247 0.65857 0.092 0.055 0.046
C -6.34510 2.14448 1.09705 0.007 -0.011 0.009
C -5.63897 3.34803 1.04294 0.007 -0.006 -0.007
C -4.34495 3.39948 0.56835 0.026 0.009 0.000
C -3.65480 2.23687 0.11345 -0.007 0.004 -0.016
O -2.43470 2.26985 -0.28987 -0.287 0.196 -0.053
H -3.06803 -1.19545 -2.14733 -0.012 0.011 0.029
H -2.71469 0.56040 -2.02824 -0.032 -0.078 0.028
H -4.33913 0.03693 -2.43248 0.006 -0.080 0.045
H -4.74807 -0.26015 3.41609 -0.002 0.020 0.027
H -4.67234 -0.38494 5.18441 0.011 -0.051 0.021
H -6.61967 -1.12425 6.32897 -0.015 -0.027 -0.043
H -8.87684 -2.13271 6.31307 0.037 0.003 -0.053
H -9.77118 -3.13863 4.23296 0.071 0.038 -0.003
H -8.38555 -3.12529 2.17378 0.019 0.021 0.045
H -6.11039 -2.11835 2.21438 -0.042 -0.013 -0.003
H -6.21939 0.03815 0.69927 -0.034 -0.021 0.012
H -7.35732 2.10681 1.48285 0.033 -0.009 -0.018
H -6.11283 4.26248 1.38707 -0.006 0.012 0.003
H -3.79910 4.33749 0.54226 -0.011 -0.023 -0.002
O -0.92667 -5.92104 2.88366 -0.110 -0.196 -0.118
C 0.39231 -5.98805 2.74760 -0.062 0.512 0.262
O 1.03068 -6.83111 3.32621 0.218 -0.376 0.031
C 1.05621 -4.94460 1.89974 -0.001 -0.089 -0.142
C 0.54472 -4.56557 0.66570 0.047 0.019 -0.085
C 1.20159 -3.62384 -0.11542 -0.201 -0.176 0.126
C 2.39212 -3.06545 0.33152 -0.094 0.075 0.072
C 2.88431 -3.41411 1.59250 -0.049 0.013 -0.025
C 2.22763 -4.35595 2.36096 0.054 -0.036 -0.035
N 3.03991 -2.10644 -0.47910 -0.359 -0.051 0.018
C 4.29656 -2.12886 -0.51158 0.320 0.007 -0.135
C 5.10256 -1.14838 -1.27162 0.038 0.068 0.042
C 6.48970 -1.24076 -1.22427 0.091 0.018 -0.007
C 7.24712 -0.30377 -1.91110 -0.029 -0.063 0.039
C 6.59395 0.68977 -2.61703 -0.028 0.060 -0.018
C 5.20191 0.70306 -2.60577 -0.056 -0.103 -0.053
N 4.47270 -0.19601 -1.95612 -0.025 0.129 -0.097
H -1.30180 -5.05287 2.58692 -0.029 0.156 0.009
H -0.39502 -4.97569 0.31940 0.027 -0.015 0.001
H 0.74984 -3.31036 -1.04824 0.193 0.074 -0.024
H 3.75269 -2.90191 1.98424 0.020 0.005 0.029
H 2.60831 -4.63110 3.33497 -0.006 -0.003 0.026
H 4.87446 -2.89165 0.01919 0.068 -0.053 0.057
H 6.95940 -2.02904 -0.64722 -0.014 0.028 -0.027
H 8.32804 -0.34770 -1.88840 0.034 -0.005 0.003
H 7.14069 1.44782 -3.16388 -0.014 -0.020 0.023
H 4.64054 1.46466 -3.14310 0.024 0.000 0.077
C 0.82754 2.92359 -0.46870 0.004 -0.049 0.060
N 0.48688 2.03841 -1.59464 0.008 -0.022 -0.001
C 1.71915 1.68675 -2.28872 -0.042 0.119 -0.036
N 2.43006 2.88298 -2.79949 0.046 -0.018 0.020
C 2.70942 3.76031 -1.64667 -0.110 -0.079 -0.051
N 1.49645 4.15384 -0.93510 -0.038 -0.013 -0.029
C 0.60547 4.83142 -1.87869 0.023 -0.157 -0.018
N 0.26400 3.98866 -3.03572 -0.023 0.021 0.039
C -0.38825 2.76732 -2.51589 0.105 0.030 0.054
C 1.51106 3.59953 -3.69280 0.002 -0.014 0.134
H 1.48458 2.39372 0.22920 -0.038 0.035 -0.006
H -0.09007 3.18129 0.06497 -0.005 0.070 -0.127
H 1.48513 1.03781 -3.13890 -0.004 0.024 0.022
H 2.37517 1.13793 -1.61636 0.035 -0.001 0.039
H 3.22140 4.65882 -2.00701 -0.006 -0.003 -0.017
H 3.36676 3.23161 -0.95242 -0.010 -0.011 -0.016
H 1.09333 5.74347 -2.23716 0.014 0.002 -0.017
H -0.31558 5.10059 -1.35970 -0.011 -0.012 0.000
H -0.63221 2.11782 -3.36234 0.016 0.006 0.000
H -1.30515 3.02419 -1.98482 0.017 0.005 -0.001
H 2.01258 4.49983 -4.06436 -0.003 -0.008 0.008
H 1.27510 2.95369 -4.54306 -0.003 -0.008 0.000
C 1.91981 2.43374 5.63970 -0.014 0.000 -0.020
C 0.95743 3.02668 4.83001 0.045 0.004 0.013
C 0.76209 2.55893 3.52870 -0.058 0.039 -0.047
C 1.46960 1.49036 2.93861 0.093 -0.022 0.022
C 2.42826 0.93441 3.81587 0.037 -0.047 -0.059
C 2.66107 1.37748 5.11781 0.041 -0.022 0.043
H 2.08475 2.78026 6.65634 -0.008 -0.008 -0.034
H 0.35954 3.85306 5.21513 0.041 -0.059 -0.037
H -0.00565 3.07839 2.94257 0.029 -0.029 0.038
H 3.03855 0.09115 3.47104 -0.077 0.100 0.046
H 3.41816 0.89345 5.73824 -0.078 0.042 -0.071
```
Forces are in eV/Å.

- net charge = -2
- DFT total energy (a.u.) = -3067.25857
- HOMO level (Ha) = -0.05032
- energy above the lowest of the compared OMol25 structures with the same formula, charge and spin (kcal/mol) = 2.9
- frontier orbital gap (eV) = 4.778

Mulliken population analysis, charges in e, atoms 1 to 8: number 1, Cs, carries 1.037; number 2, C, carries -0.796; number 3, C, carries -0.115; number 4, N, carries -0.862; number 5, N, carries 0.407; number 6, C, carries -0.164; number 7, S, carries -0.033; number 8, S, carries -0.199

Number 1: LUMO 0.432 eV. Number 2: LUMO 2.465 eV. Number 3: LUMO 3.408 eV.